A molecular structure, C33H36N5PRbS4. Source: the Open Molecules 2025 dataset; level of theory: ωB97M-V with the def2-TZVPD basis set.

Each line ends with the Mulliken charge.
Geometry (Å):
Rb: 0.0077 -0.6287 -0.0279  1.06
S: 2.4457 0.4253 1.9525  -0.28
C: 2.3819 -0.2553 3.5547  0.41
C: 3.2156 0.2690 4.5750  -0.73
C: 3.1956 -0.1895 5.8741  -0.54
C: 2.3435 -1.2288 6.2550  -0.62
C: 1.5210 -1.7749 5.2897  -0.38
C: 1.5182 -1.2985 3.9741  -0.47
S: 0.3597 -2.0545 2.8607  0.04
C: -1.1496 -1.0742 3.2020  -0.96
C: -0.9198 0.4222 3.2309  0.38
C: -0.5493 1.0144 4.5169  -0.81
C: -0.1900 2.2971 4.5673  -1.25
C: -0.3924 3.1760 3.4195  -0.38
C: -0.7440 2.4694 2.1136  -0.22
C: -1.0453 2.7718 -0.3136  -0.57
S: 0.0964 2.0779 -1.5720  -0.02
C: -0.9264 1.7126 -2.9829  0.16
C: -0.4791 2.2746 -4.1841  -0.49
C: -1.0793 1.9827 -5.3950  -0.63
C: -2.1759 1.1234 -5.3926  -0.49
C: -2.6402 0.5841 -4.2103  -0.67
C: -2.0431 0.8371 -2.9539  0.24
S: -2.7185 0.0789 -1.5268  -0.37
N: -0.9161 1.0660 2.1266  0.58
H: 3.8837 1.0740 4.2944  0.41
H: 3.8579 0.2609 6.6056  0.34
H: 2.3324 -1.6035 7.2705  0.37
H: 0.8492 -2.5883 5.5412  0.39
H: -1.5768 -1.3986 4.1513  0.52
H: -1.8459 -1.3339 2.4020  0.30
H: -0.3857 0.3533 5.3579  0.43
H: 0.3055 2.6955 5.4445  0.42
H: 0.2054 4.0732 3.3805  0.47
H: -1.4548 3.6995 -0.7185  0.25
H: -1.8412 2.0508 -0.1316  0.46
H: 0.3619 2.9574 -4.1469  0.38
H: -0.7120 2.4242 -6.3129  0.37
H: -2.6780 0.8795 -6.3227  0.35
H: -3.4995 -0.0755 -4.2145  0.38
C: 3.2935 -2.6131 -3.1100  -1.33
P: 2.5076 -1.6340 -1.7616  0.26
C: 3.5275 -0.1117 -1.8198  -1.07
C: 3.2500 -2.4662 -0.3040  -0.91
H: 4.3788 -2.6634 -2.9869  0.39
H: 3.0687 -2.1670 -4.0806  0.38
H: 2.8977 -3.6312 -3.1057  0.38
H: 4.5941 -0.3509 -1.8395  0.35
H: 3.3227 0.4876 -0.9303  0.20
H: 3.2684 0.4807 -2.6983  0.33
H: 4.3218 -2.6221 -0.4554  0.37
H: 2.7643 -3.4282 -0.1301  0.30
H: 3.1016 -1.8318 0.5749  0.06
C: -1.2097 -4.8118 -4.3219  -1.25
C: -1.3815 -4.4160 -2.8941  0.56
C: -2.2912 -4.7982 -1.9348  -1.06
C: -1.9892 -4.0095 -0.8009  0.56
N: -0.9536 -3.2254 -1.0378  -0.01
N: -0.5908 -3.4996 -2.3039  0.24
C: -2.7044 -3.9283 0.5101  -1.10
H: -1.8760 -5.6390 -4.5601  0.34
H: -0.1873 -5.1318 -4.5319  0.30
H: -1.4483 -3.9839 -4.9922  0.27
H: -3.0866 -5.5168 -2.0477  0.36
H: 0.1358 -2.9341 -2.7156  -0.03
H: -3.4791 -4.6918 0.5781  0.35
H: -3.1823 -2.9517 0.6129  0.17
H: -2.0157 -4.0652 1.3458  0.21
N: -2.6106 7.7460 0.9578  -0.60
C: -2.1252 6.7414 1.2381  -0.32
C: -1.4778 5.4928 1.5883  0.80
C: -0.0626 5.3662 1.1891  -0.67
C: 0.5028 4.1969 0.9066  -0.91
N: -0.2433 2.9939 0.8756  1.22
C: -1.7948 3.3095 2.8391  0.18
C: -2.2116 4.5907 2.2666  -1.01
H: 0.5286 6.2741 1.1387  0.44
H: 1.5645 4.1281 0.6867  0.43
H: -2.5604 2.7472 3.3599  0.56
H: -3.2499 4.8516 2.4410  0.40

As for the charge: -1. The calculation puts the highest occupied orbital energy at -3.948 eV. The calculation puts the gap between HOMO and LUMO at 5.9874 eV.



C9H12 in the gas phase at a distorted geometry. Source: the Open Molecules 2025 dataset; level of theory: ωB97M-V with the def2-TZVPD basis set.

Each line ends with the Mulliken charge.
Geometry (Å):
C: 0.0302 0.7108 2.7760  -0.73
C: -0.5331 0.9476 1.5791  -0.29
C: -0.7563 -0.1304 0.4248  0.09
C: -0.7317 0.5081 -1.0069  0.04
C: -1.8297 1.0411 -1.4563  -0.70
C: 0.4408 -0.0438 -1.8828  -0.67
C: 1.2699 -0.2701 -0.7035  0.22
C: 1.9021 -1.3366 -0.0149  -0.60
C: 0.3659 -1.0515 0.1922  -0.44
H: -0.0710 1.2847 3.8000  0.26
H: 0.2473 -0.3500 3.0715  0.24
H: -1.0765 1.7835 1.0837  0.29
H: -1.6497 -0.5117 0.7947  0.52
H: -2.6386 1.3832 -0.7727  0.27
H: -2.2454 1.2120 -2.6309  0.19
H: 0.6704 0.6769 -2.6306  0.37
H: 0.0647 -1.1193 -2.3411  0.19
H: 1.4683 0.6763 -0.2345  0.16
H: 2.8607 -1.0754 0.6112  0.22
H: 2.2895 -2.3679 -0.4453  0.23
H: -0.0778 -1.9674 -0.2137  0.15

As for the charge: 0. Its SMILES is C=C[C@H]1C(=C)C[C@@H]2C[C@H]21. The calculation puts the highest occupied orbital energy at -8.622 eV. The calculation puts the gap between HOMO and LUMO at 9.5770 eV.



A molecular structure, C39H35BeClN2Si2 at a distorted geometry. Source: the Open Molecules 2025 dataset; level of theory: ωB97M-V with the def2-TZVPD basis set.

Each line ends with the Mulliken charge.
Geometry (Å):
C: 1.9433 0.5668 -0.0733  -0.03
C: 2.1143 -0.8176 0.3032  -0.88
C: 1.8376 -1.6113 -0.8280  -0.45
H: 2.4842 -1.1634 1.2664  0.61
C: 1.5966 -0.7546 -1.9353  -0.32
C: 1.6848 0.5785 -1.4960  -1.00
H: 1.6401 1.4716 -2.1105  0.58
H: 2.2798 1.4208 0.5081  0.67
H: 1.8200 -2.7006 -0.8638  0.48
H: 1.3866 -1.0879 -2.9501  0.54
Be: 0.0879 0.3786 0.1744  -1.38
Si: -7.3704 -4.4569 -1.4444  0.43
C: -7.4854 -5.7650 -0.1095  0.22
C: -8.6252 -6.4347 0.3809  -0.29
H: -9.6105 -6.2265 -0.0478  0.36
C: -8.5169 -7.3741 1.4194  -0.53
H: -9.4053 -7.8744 1.8100  0.36
C: -7.2711 -7.6751 1.9719  -0.46
H: -7.1789 -8.3911 2.7858  0.38
C: -6.1269 -7.0501 1.4698  -0.67
H: -5.1394 -7.2848 1.8695  0.38
C: -6.2413 -6.1078 0.4414  -0.19
H: -5.3315 -5.6285 0.0556  0.44
C: -6.9918 -5.3213 -3.0585  0.43
C: -6.6238 -6.6754 -3.1757  -0.06
H: -6.6845 -7.3437 -2.3081  0.35
C: -6.1515 -7.1999 -4.3908  -0.60
H: -5.7856 -8.2267 -4.4346  0.36
C: -6.1384 -6.4090 -5.5390  -0.43
H: -5.7468 -6.8006 -6.4738  0.38
C: -6.6399 -5.1068 -5.4751  -0.55
H: -6.6673 -4.4919 -6.3764  0.36
C: -7.0946 -4.5862 -4.2565  -0.58
H: -7.5292 -3.5796 -4.2309  0.29
H: -6.5985 -3.2116 -1.1295  -0.13
Si: -2.0896 -2.1000 -0.3811  0.05
C: -1.6534 -2.7994 -2.0501  0.76
C: -1.2004 -4.1247 -2.2280  -0.31
H: -1.0683 -4.7737 -1.3603  0.39
C: -0.8991 -4.6234 -3.4972  -0.70
H: -0.6358 -5.6711 -3.6236  0.39
C: -0.9576 -3.7864 -4.6133  -0.45
H: -0.7533 -4.1777 -5.6114  0.40
C: -1.2997 -2.4386 -4.4473  -0.57
H: -1.3220 -1.7740 -5.3105  0.40
C: -1.6318 -1.9527 -3.1820  -0.35
H: -1.8680 -0.8935 -3.0547  0.17
C: -1.6751 -3.3907 0.8933  0.42
C: -0.3861 -3.6940 1.3906  0.25
H: 0.4549 -3.0556 1.1120  0.19
C: -0.1740 -4.7832 2.2356  -0.62
H: 0.8263 -5.0263 2.5902  0.43
C: -1.2561 -5.5813 2.6217  -0.59
H: -1.0947 -6.4641 3.2446  0.35
C: -2.5528 -5.2512 2.2078  -0.43
H: -3.4050 -5.8538 2.5208  0.35
C: -2.7608 -4.1456 1.3814  -0.75
H: -3.7802 -3.8579 1.1123  0.47
H: -8.7430 -3.9007 -1.5417  -0.24
Cl: -3.9791 -1.3134 -0.2688  -0.38
C: 0.1155 0.4984 4.1673  -0.86
C: -0.2675 1.8526 4.2642  -0.49
C: -0.6838 2.5408 3.1251  -0.84
C: -0.5954 1.9066 1.8885  0.67
N: -0.1790 0.6026 1.8033  0.51
C: 0.1177 -0.1035 2.9223  0.15
C: -0.9868 2.4878 0.5797  0.69
C: -1.5257 3.7589 0.3713  -0.89
C: -1.8453 4.1508 -0.9301  -0.51
C: -1.7217 3.2309 -1.9885  -0.98
C: -1.2223 1.9693 -1.7201  0.12
N: -0.8352 1.6167 -0.4663  0.52
H: 0.3994 -0.0632 5.0450  0.44
H: -0.2593 2.3509 5.2232  0.42
H: -1.1026 3.5533 3.1527  0.33
H: 0.3462 -1.1636 2.7999  0.37
H: -1.6998 4.3881 1.2482  0.34
H: -2.2062 5.1523 -1.1177  0.42
H: -2.0056 3.5005 -2.9948  0.44
H: -1.1124 1.2159 -2.5030  0.47

As for the charge: 0. The calculation puts the highest occupied orbital energy (spin up / spin down) at -6.936 / -5.255 eV. The calculation puts the gap between HOMO and LUMO (spin up / spin down) at 6.7735 / 4.1873 eV.



Per-record relative energy (zero: lowest compared OMol25 entry of this formula, charge and spin), kcal/mol: 19.8 150.5 9.1